Arrangement P

The following is a DFT calculation (wB97M-V/def2-TZVPD) of C2H5FSi as an isolated structure.

- HOMO level (eV) = -10.14
- E_LUMO (eV) = 0.87
- total charge = 0
- HOMO-LUMO gap (eV) = 11.01

Atoms and positions in Å:
1 C 0.65 -0.68 0.99
2 C 0.50 0.27 0.07
3 F -1.24 -1.35 -1.31
4 Si -0.32 -0.12 -1.60
5 H 1.20 -0.50 1.93
6 H 0.19 -1.80 0.98
7 H 1.06 1.20 0.12
8 H -1.53 1.30 -1.87
9 H 0.64 -0.43 -2.73

=====

Arrangement Q

The following is a DFT calculation (wB97M-V/def2-TZVPD) of a 2-piece molecular cluster, C2H5FSi overall.

- HOMO level (spin up / spin down) (eV) = -9.60 / -10.33
- E_LUMO (spin up / spin down) (eV) = -0.41 / -0.37
- total charge = 0
- HOMO-LUMO gap (spin up / spin down) (eV) = 9.20 / 9.96

Atoms and positions in Å:
1 C 0.66 1.89 0.56
2 C -0.17 0.94 0.85
3 F 0.96 3.05 1.09
4 Si -0.44 -0.66 -0.12
5 H 2.23 1.90 -1.22
6 H -0.80 1.07 1.73
7 H -0.65 -1.70 0.90
8 H 0.71 -0.94 -0.97
9 H -1.67 -0.50 -0.90

=====

Most stable: arrangement P. Least stable: arrangement Q.

=====

Arrangement P

The following is a DFT calculation (wB97M-V/def2-TZVPD) of C3H4S2 in the gas phase.

- HOMO level (eV) = -7.87
- E_LUMO (eV) = -0.57
- total charge = 0
- structure (SMILES) = CSC=C=S
- HOMO-LUMO gap (eV) = 7.30

Atoms and positions in Å:
1 C 0.91 -1.18 -0.10
2 C 0.31 -1.18 1.06
3 C -0.64 1.14 -0.54
4 S -0.36 -1.05 2.49
5 S 0.73 0.12 -1.32
6 H 1.75 -1.89 -0.38
7 H -0.52 1.35 0.58
8 H -1.50 0.60 -0.70
9 H -0.67 2.08 -1.09

=====

Arrangement Q

The following is a DFT calculation (wB97M-V/def2-TZVPD) of C3H4S2 in the gas phase.

- HOMO level (eV) = -7.94
- E_LUMO (eV) = 0.82
- total charge = 0
- structure (SMILES) = C1=CSCS1
- HOMO-LUMO gap (eV) = 8.76

Atoms and positions in Å:
1 C 0.04 -1.22 0.29
2 C -0.62 1.30 0.00
3 C 0.65 1.24 0.15
4 H -0.16 -2.19 -0.29
5 H 0.03 -1.29 1.45
6 H -1.21 2.26 0.28
7 H 1.27 2.17 0.21
8 S -1.46 -0.27 -0.12
9 S 1.44 -0.28 -0.15

=====

Arrangement R

The following is a DFT calculation (wB97M-V/def2-TZVPD) of C3H4S2 as an isolated structure.

- HOMO level (eV) = -8.67
- E_LUMO (eV) = 0.10
- total charge = 0
- HOMO-LUMO gap (eV) = 8.77

Atoms and positions in Å:
1 C -0.65 1.08 -0.13
2 C -0.35 -0.35 -0.45
3 C 0.87 -0.58 0.54
4 H -0.27 -0.50 -1.52
5 H -1.20 -0.79 -0.08
6 H 1.76 -0.82 -0.06
7 H 0.78 -1.22 1.49
8 S -1.60 2.11 -0.87
9 S 0.67 1.08 1.09

=====

Arrangement S

The following is a DFT calculation (wB97M-V/def2-TZVPD) of C3H4S2 in the gas phase.

- HOMO level (eV) = -8.38
- E_LUMO (eV) = 0.41
- total charge = 0
- structure (SMILES) = S/C=C1\CS1
- HOMO-LUMO gap (eV) = 8.79

Atoms and positions in Å:
1 C -1.07 -1.04 -0.09
2 C 0.85 0.85 -0.07
3 C -0.34 0.19 -0.12
4 S -1.98 0.59 -0.26
5 S 2.61 0.07 -0.26
6 H -1.29 -1.50 -1.05
7 H -1.37 -1.35 0.92
8 H 0.79 1.86 0.07
9 H 1.82 0.33 0.86

=====

Most stable: arrangement Q. Least stable: arrangement S.

=====

Arrangement P

The following is a DFT calculation (wB97M-V/def2-TZVPD) of C3H4NO as an isolated structure.

- expectation value of S² = 2.03
- multiplicity = 3
- HOMO level (spin up / spin down) (eV) = -15.20 / -19.04
- E_LUMO (spin up / spin down) (eV) = -4.50 / -10.70
- total charge = +1
- HOMO-LUMO gap (spin up / spin down) (eV) = 10.70 / 8.34

Atoms and positions in Å:
1 C -2.05 -0.21 0.11
2 C -0.30 0.68 0.11
3 C -0.03 -0.81 -0.13
4 N -2.75 0.69 -0.16
5 O -1.39 -1.30 0.08
6 H -0.22 1.02 1.14
7 H 0.02 1.48 -0.72
8 H 0.19 -1.01 -1.12
9 H 0.62 -1.26 0.50

=====

Arrangement Q

The following is a DFT calculation (wB97M-V/def2-TZVPD) of an isolated ion of composition C3H4NO and charge +1.

- expectation value of S² = 2.01
- multiplicity = 3
- HOMO level (spin up / spin down) (eV) = -16.33 / -18.32
- E_LUMO (spin up / spin down) (eV) = -4.96 / -9.80
- total charge = +1
- HOMO-LUMO gap (spin up / spin down) (eV) = 11.36 / 8.52

Atoms and positions in Å:
1 C -0.82 -0.05 -1.76
2 C -0.76 -0.22 -0.33
3 C 0.80 0.19 -0.41
4 N 0.12 -0.09 -2.50
5 O 1.26 -0.09 -1.76
6 H -1.20 0.46 0.42
7 H -0.78 -1.34 -0.05
8 H 0.69 1.30 -0.42
9 H 1.49 -0.45 0.25

=====

Most stable: arrangement Q. Least stable: arrangement P.

=====

Arrangement P

The following is a DFT calculation (wB97M-V/def2-TZVPD) of a 2-piece molecular cluster, H2NO3S overall.

- HOMO level (spin up / spin down) (eV) = -4.81 / -3.31
- E_LUMO (spin up / spin down) (eV) = 3.81 / 2.14
- total charge = -1
- HOMO-LUMO gap (spin up / spin down) (eV) = 8.62 / 5.45

Atoms and positions in Å:
1 N -2.50 -0.24 0.38
2 O 1.37 0.98 -0.88
3 O 2.77 0.28 1.04
4 O 1.95 -1.37 -0.53
5 S 1.70 -0.05 0.08
6 H -2.12 0.69 0.31
7 H -3.17 -0.30 -0.40

=====

Arrangement Q

The following is a DFT calculation (wB97M-V/def2-TZVPD) of an isolated ion of composition H2NO3S and charge -1.

- HOMO level (eV) = -4.46
- E_LUMO (eV) = 4.19
- total charge = -1
- structure (SMILES) = NS(=O)(=O)[O-]
- HOMO-LUMO gap (eV) = 8.65

Atoms and positions in Å:
1 N 0.28 -0.03 1.05
2 O 1.22 1.07 -1.01
3 O -0.36 -1.44 -1.28
4 O -1.26 1.13 -0.62
5 S 0.00 0.39 -0.66
6 H -0.55 -0.16 1.58
7 H 0.67 -0.95 0.95

=====

Most stable: arrangement Q. Least stable: arrangement P.